Density functional theory data (ωB97M-V/def2-TZVPD) for a cluster of 8 separate species, C28H52O24 in total in a non-equilibrium geometry.

XYZ file:
```
104
Properties=species:S:1:pos:R:3:forces:R:3
O 2.59226 4.00180 3.85989 0.46 1.52 0.54
O -6.05442 -4.55147 -4.65588 1.48 -1.93 1.86
O 0.16596 -0.48789 0.09320 -0.15 0.65 0.26
O -4.39120 -5.03090 -3.10203 -0.23 -0.76 -0.13
O 3.59649 -1.61311 1.25749 -0.86 -0.39 -0.25
O 3.15228 -2.03091 -2.69294 -0.49 1.49 1.34
O -4.88196 2.49411 -2.74140 -0.05 2.31 1.25
O -0.04506 5.13506 -0.67610 -0.15 -0.76 0.19
O -5.55667 -6.69322 -4.01177 -1.48 1.10 -0.93
O 3.05508 -4.02036 -3.82724 2.17 4.20 0.67
O 1.94848 -2.71544 2.44833 -0.29 0.04 -1.13
O 2.57786 5.91108 4.79885 -0.18 1.55 1.07
O 4.61666 4.86462 4.50207 -2.71 0.27 0.48
O -1.83681 -1.29418 -0.13530 1.01 0.18 1.73
O 0.30955 2.12776 4.81006 1.54 0.18 -0.38
O 3.38180 -3.87583 1.26371 -1.66 0.14 1.38
O 4.80950 -2.51012 -3.98878 0.05 -1.76 -1.78
O -5.21790 0.31498 -2.70652 -0.08 1.00 3.08
O -0.74033 0.74584 6.24623 1.51 0.33 -0.32
O 1.53533 0.96162 6.16886 1.38 0.10 0.05
O 1.31182 3.86636 0.60644 0.20 -0.48 -0.53
O -5.96836 1.64227 -0.95067 1.55 -0.31 -1.71
O -1.23387 0.50247 -1.37084 0.32 -0.36 1.38
O -0.72146 3.28233 0.40023 -0.02 -1.77 1.45
C 3.15461 2.79558 3.38243 0.02 -0.03 0.31
C 2.35460 4.81855 0.49096 1.37 1.57 0.52
C 3.25681 7.14296 5.16662 1.17 -0.18 0.46
C -2.06027 3.37474 0.08595 -2.17 0.00 -2.49
C -1.14168 1.32097 2.94910 1.71 -0.33 -0.31
C 3.63360 -2.94273 -3.56709 -1.54 -3.04 -0.02
C 3.01664 -2.63151 1.55132 0.56 0.10 1.31
C -4.87632 -7.72902 -3.28485 0.87 0.33 1.36
C 3.38171 4.93567 4.47312 2.23 -1.77 -2.14
C 0.14093 4.16464 0.01701 1.19 2.76 -0.51
C 5.37641 -1.46938 -3.23378 -0.72 1.30 -0.81
C -5.48657 -9.08348 -3.60951 -0.10 0.71 -0.21
C -3.75605 -3.77048 -3.04339 -1.34 1.26 -0.62
C -4.50350 0.60263 -3.84917 -1.01 -1.14 -2.74
C 4.08723 -0.93042 -2.45408 2.16 -1.18 -1.02
C -4.60583 2.07636 -4.02565 2.33 -0.08 -2.44
C 5.95884 -0.42248 -4.26312 -1.23 -0.61 1.29
C -5.37946 1.53306 -2.00231 -1.87 -1.87 1.17
C 1.16463 -1.59200 2.82706 0.79 0.04 1.00
C 1.83183 0.29395 7.41781 -0.85 -0.59 0.71
C 0.29248 1.22619 5.80536 -2.68 -0.60 0.34
C 1.21533 0.45718 -0.09289 0.37 0.68 0.01
C -3.07217 -1.32449 -0.82972 -0.63 -0.34 -0.79
C -5.42384 -5.34618 -3.96582 0.66 0.52 -0.73
C 4.57828 -4.13017 0.59118 1.31 0.72 -1.70
C -3.26375 2.70432 -4.56587 -1.89 0.68 0.75
C -0.77399 2.41104 3.96898 -3.02 -0.78 -0.65
C -1.09098 -0.30664 -0.46850 0.80 -0.22 -1.81
H 4.77536 -5.19125 0.43834 -0.66 0.03 0.44
H 6.07822 -2.01235 -2.60074 0.32 0.78 0.30
H 3.29549 7.80653 4.30273 -0.01 -0.16 0.08
H -1.74295 2.49154 4.46166 0.38 0.58 1.06
H -5.24335 -9.12020 -4.67140 -0.95 -0.86 -0.18
H -2.98301 -3.77482 -2.27496 0.03 -0.49 -0.38
H -2.42972 4.33084 -0.28484 0.39 0.69 1.16
H -5.09119 -9.96194 -3.09953 0.87 0.44 0.06
H -1.39752 0.36312 3.40207 -0.10 0.10 0.13
H -5.41993 2.26487 -4.72552 -0.20 0.57 0.34
H 4.48323 -3.67613 -0.39519 0.19 -0.07 -0.21
H -0.64226 3.32088 3.38335 0.79 0.11 0.59
H 2.81119 -0.17166 7.52807 0.38 0.56 -1.28
H 0.63378 -1.80762 3.75431 0.56 -0.59 0.41
H 1.75530 -0.69316 3.00395 0.09 0.05 -0.41
H 5.10544 -0.13504 -4.87726 -0.04 -0.14 -0.20
H -3.53014 3.70565 -4.90420 0.27 0.15 0.03
H 3.02582 2.12696 4.23357 0.01 -0.75 -0.63
H -3.45093 -3.37225 -4.01108 0.77 -0.79 -0.27
H 4.19814 2.81214 3.06800 0.11 0.55 0.35
H 1.80048 0.03972 -0.91230 0.30 -0.17 -0.12
H -3.70424 -2.10649 -0.40893 0.12 0.42 0.34
H 2.58236 5.34466 -0.43608 -0.89 -0.79 -0.74
H 3.79838 0.04327 -2.84982 -0.64 -0.33 -0.36
H -4.45271 -2.96444 -2.81303 -0.56 -0.17 0.68
H -2.77981 -1.66805 -1.82200 -0.57 0.58 -0.29
H -5.15982 0.19359 -4.61729 0.73 -0.55 -0.54
H -2.24803 2.87245 -0.86302 0.23 -0.85 -0.13
H -2.61802 2.81257 -3.69443 0.39 -0.21 -0.28
H 1.78746 0.99368 8.25238 -0.48 0.07 -0.18
H -2.81643 2.20948 -5.42792 -0.09 -0.39 0.35
H 4.25138 6.86200 5.51302 0.21 0.12 -0.57
H 2.19805 5.66955 1.15385 -0.36 -0.25 0.42
H 2.89371 7.67774 6.04427 -1.14 -0.47 -0.27
H -3.83692 -7.72973 -3.61307 0.10 0.10 0.17
H -3.49497 0.20628 -3.96696 0.09 -0.19 0.72
H 3.31038 4.38227 0.78121 -0.37 -0.51 0.20
H 4.40322 -0.76651 -1.42385 -0.76 -0.59 0.33
H 0.96806 1.50028 -0.29012 -0.84 -0.34 -0.12
H -1.90334 1.61742 2.22794 -0.19 0.22 0.49
H 6.20377 0.49215 -3.72316 0.62 -0.11 -0.06
H 1.17191 -0.56236 7.55685 -0.48 0.40 0.10
H -0.23319 1.21368 2.35646 0.19 -0.50 -0.34
H -2.72303 2.88742 0.80104 0.46 0.44 0.35
H 1.84624 0.46916 0.79588 0.01 -0.63 0.18
H -6.52992 -9.14454 -3.29999 -0.24 0.38 -0.79
H -3.46760 -0.31096 -0.76275 -0.58 -0.38 -0.43
H 0.25692 -1.37245 2.26494 0.04 -0.02 -1.51
H -4.91703 -7.48434 -2.22344 0.07 0.01 0.03
H 5.46585 -3.68974 1.04545 -0.25 0.12 0.43
H 2.56850 2.60967 2.48242 -0.20 -0.67 0.28
H 6.73290 -0.80929 -4.92592 0.12 0.06 0.45
```
Positions in Å, forces in eV/Å.

- E: -79005.156 eV
- E_HOMO (spin up / spin down): -12.6 / -12.6 eV
- Spin multiplicity: 2
- Gap between HOMO and LUMO (spin up / spin down): 0.359 / 0.096 Eh
- Expectation value of S²: 0.761
- Net charge: +1


Density functional theory data (ωB97M-V/def2-TZVPD) for a cluster of 3 separate species, C28H53Br2N3O6S2 in total in a non-equilibrium geometry.

XYZ file:
```
94
Properties=species:S:1:pos:R:3:forces:R:3
Br 5.29141 -0.36151 2.32273 2.85 5.43 1.60
Br 3.53064 -2.03850 1.63884 -5.57 -2.45 -1.86
S 3.60534 2.48900 2.23457 -0.20 -0.19 0.83
S -7.04452 -0.02224 0.94235 0.68 1.92 0.53
O 3.52069 0.68027 -2.19434 -1.57 -0.48 8.65
O 1.37618 -0.01702 2.29350 4.20 -1.27 0.41
O 8.68969 2.10187 3.30055 0.09 -0.10 0.06
O -3.50204 -3.53542 -5.61288 0.04 0.15 0.07
O 1.02114 1.22538 0.31156 2.15 -0.49 -2.98
O -7.06071 2.71970 2.32177 -0.70 1.39 -5.85
N -7.35536 2.56965 -0.20673 0.96 0.54 8.48
N -7.36460 3.91975 0.17592 0.69 -0.48 5.76
N 4.41856 1.07960 0.09364 -4.62 -1.22 -0.42
C -3.50325 -5.37267 -7.25198 -0.15 0.05 -0.11
C -2.99894 -4.83036 -5.92465 -0.04 0.04 -0.10
C 2.55570 -0.26689 1.45092 -1.66 1.79 -1.68
C -2.45575 -2.82297 -0.90837 0.06 0.48 -0.84
C 1.94574 0.10616 -0.06030 0.96 -1.20 0.50
C 1.25855 -1.13014 -0.89412 -0.97 -0.53 -0.79
C -3.66055 -1.76394 -1.27542 -0.47 0.20 0.15
C 3.82611 0.78600 1.48732 0.95 0.17 -0.68
C -7.16416 1.87357 1.12382 -0.14 1.25 -3.57
C 1.67827 -0.11725 3.72927 -1.10 -0.03 2.28
C -5.48838 -0.22632 -0.13471 1.24 0.90 0.17
C -1.62986 -1.11987 2.62558 -0.76 0.28 -0.43
C 3.32918 0.61499 -0.84967 1.76 1.37 -5.72
C -7.20347 4.07854 1.70192 -0.27 -2.92 -5.11
C 9.27025 4.04837 4.69282 -0.08 0.08 0.09
C -5.51324 -4.29178 -4.40984 -0.03 -0.10 0.07
C 7.58246 2.69946 2.63412 0.05 -0.01 -0.11
C -0.96111 -0.47442 3.98370 -0.50 -0.29 0.33
C -0.75150 2.64753 -0.74609 -0.15 -0.61 0.92
C -4.91778 -3.41134 -5.49615 0.12 -0.12 0.07
C 0.51746 -1.12470 4.37180 0.02 0.36 -1.91
C -4.88527 -1.75007 -0.13696 0.45 0.04 -0.60
C -0.93573 4.15101 -0.11553 -0.77 -0.14 -0.69
C 9.73374 2.97923 3.71714 -0.21 -0.02 0.01
C 0.84622 2.15726 -0.81299 -2.20 0.51 -1.69
C -0.38513 -1.00102 -1.06103 0.20 0.76 -1.20
C -1.04207 -2.38487 -1.66692 -0.55 -0.13 0.03
C 7.96384 3.41622 1.34920 0.22 0.06 -0.04
H 10.22128 3.42610 2.84520 -0.02 0.09 -0.01
H 8.81527 3.58947 5.57690 0.10 0.03 -0.11
H -1.28952 4.85738 -1.00422 1.04 -1.19 2.14
H -5.05405 -4.06892 -3.44099 -0.06 0.01 -0.10
H -3.05196 -6.34656 -7.46261 -0.02 0.11 0.03
H -6.59297 -4.12345 -4.33236 0.16 0.00 -0.01
H -1.69134 -0.66840 4.89314 1.44 0.42 -1.90
H 8.46794 2.72882 0.66128 -0.12 0.05 0.09
H -3.26408 -0.64438 -1.39462 -0.66 -2.47 0.34
H -5.39407 -3.60172 -6.46288 -0.04 -0.08 0.01
H 7.07299 3.81632 0.85647 0.05 -0.05 0.05
H 8.52629 4.71280 4.24853 0.09 0.02 -0.01
H -2.48326 -1.91776 2.86506 2.02 1.61 -0.40
H 0.64850 -1.30972 5.52199 -0.16 0.42 -2.35
H 10.48818 2.35769 4.20857 -0.21 -0.12 -0.13
H -2.79088 -3.87792 -1.34741 0.81 2.14 1.29
H -7.15299 5.09657 2.27626 -0.14 -2.58 -1.01
H -4.68945 0.51264 0.35717 -1.65 -1.70 -1.26
H -0.84729 -1.59735 1.88566 -1.45 0.95 1.70
H 7.04700 3.36841 3.31494 0.01 0.11 0.00
H -5.72406 -2.53288 -0.45238 1.82 1.67 0.84
H -3.21257 -5.52628 -5.10746 -0.07 -0.06 -0.02
H 1.70297 -1.18270 -2.00062 -0.81 0.35 2.52
H -0.28377 -3.28058 -1.61910 -1.40 1.75 0.06
H 0.59021 -2.12498 3.72621 -0.04 1.92 1.78
H 1.49534 0.93229 4.23498 0.49 -1.90 -1.23
H -4.58930 -5.49998 -7.25439 0.09 -0.08 0.03
H 10.11773 4.66343 5.01476 -0.10 -0.11 -0.05
H 4.59324 2.11708 -0.00711 -0.15 -1.59 0.00
H -2.28871 -2.84049 0.25705 -0.35 -0.16 -2.32
H -0.55130 -0.16977 -1.89866 0.23 -1.63 1.91
H -1.30111 2.49635 -1.79467 1.42 0.62 2.25
H 0.03519 4.53260 0.41959 -1.84 -0.67 -1.24
H -1.29830 -2.22236 -2.80424 0.54 -0.34 2.21
H -0.93070 0.69073 3.82125 0.28 -2.29 0.47
H -5.12168 -2.36459 -5.25176 0.26 -0.07 -0.07
H 1.45147 -2.19865 -0.43323 -0.03 2.43 -0.50
H 0.94552 1.63381 -1.88132 0.24 0.97 2.52
H -4.14701 -2.07072 -2.29610 1.06 0.66 1.80
H -1.79519 4.14186 0.67868 1.63 0.06 -1.52
H -5.35527 -5.35330 -4.61129 -0.08 0.04 -0.02
H 2.77219 -0.44209 3.98798 -2.07 0.42 -0.79
H -1.90841 -4.73945 -5.97397 -0.19 0.22 0.09
H -0.92549 -0.60180 -0.10136 1.17 -1.03 -1.72
H -2.18076 -0.25293 2.01757 1.19 -1.83 1.27
H -4.38342 -2.06449 0.89413 -1.43 0.87 -2.06
H -5.75713 0.16368 -1.20454 0.61 -0.93 2.01
H 6.88792 1.88806 2.39080 0.32 0.05 0.20
H -3.25356 -4.68514 -8.06734 0.02 -0.10 0.13
H 8.64633 4.25024 1.53452 -0.12 0.01 -0.03
H -1.31585 1.90132 -0.00590 1.44 1.41 -1.63
H 2.41079 3.04572 1.75114 0.92 -1.39 0.00
H 1.55122 3.10579 -0.77364 -1.20 -2.04 0.13
```
Positions in Å, forces in eV/Å.

- E: -208388.740 eV
- E_HOMO: -8.2 eV
- Gap between HOMO and LUMO: 0.284 Eh